This record from the Open Molecules 2025 dataset describes a structure of composition C17H33N3O4PS2Yb in a non-equilibrium geometry. The level of theory is ωB97M-V with the def2-TZVPD basis set.

Each line ends with the Löwdin spin population.
Cartesian coordinates (Å):
C1 -0.247 -0.138 2.706  0.000
C2 -0.460 1.066 1.785  0.000
C3 0.246 2.234 2.483  0.000
C4 0.215 0.877 0.406  0.000
C5 -0.551 1.377 -0.842  0.001
C6 -0.415 0.394 -2.045  0.003
C7 0.989 -0.109 -2.311  0.013
C8 0.918 -1.362 -3.191  0.023
S1 2.523 -2.129 -3.475  0.209
C9 2.641 -3.176 -2.063  0.023
S2 3.260 -4.653 -2.297  0.670
N1 2.231 -2.643 -0.812  0.030
C10 0.971 -3.263 -0.343  -0.001
C11 0.602 -2.627 0.979  0.000
O1 1.587 -2.826 1.955  0.000
C12 2.765 -2.187 1.495  0.001
C13 3.225 -2.907 0.250  0.010
P1 0.204 2.987 -1.308  0.000
N2 -0.236 4.095 -0.300  0.000
O2 -0.272 3.374 -2.774  0.000
O3 1.805 2.878 -1.361  0.000
C14 -2.058 1.642 -0.659  0.001
C15 -2.630 0.875 0.531  0.000
C16 -2.622 -0.631 0.406  0.000
C17 -4.104 1.283 0.665  0.000
N3 -1.904 1.394 1.706  -0.001
O4 -2.187 2.633 1.960  -0.001
H1 -0.862 -0.971 2.408  0.000
H2 -0.514 0.162 3.710  0.000
H3 0.795 -0.404 2.736  0.000
H4 -0.152 2.413 3.488  0.000
H5 1.272 1.940 2.631  0.000
H6 0.261 3.121 1.865  0.000
H7 0.401 -0.177 0.255  0.000
H8 1.185 1.331 0.502  0.000
H9 -0.751 0.956 -2.907  0.000
H10 -1.123 -0.410 -1.894  0.000
H11 1.523 -0.408 -1.415  0.000
H12 1.569 0.621 -2.864  0.001
H13 0.229 -2.053 -2.730  0.003
H14 0.457 -1.086 -4.128  0.000
H15 0.190 -3.109 -1.075  0.000
H16 1.156 -4.324 -0.178  0.002
H17 0.518 -1.547 0.813  0.000
H18 -0.329 -3.041 1.344  0.000
H19 2.579 -1.141 1.248  0.001
H20 3.539 -2.287 2.240  0.000
H21 4.196 -2.569 -0.071  0.001
H22 3.251 -3.961 0.492  0.008
H23 0.614 4.488 0.091  0.000
H24 0.238 2.908 -3.460  0.000
H25 2.146 1.970 -1.305  0.000
H26 -2.581 1.327 -1.549  0.000
H27 -2.262 2.690 -0.482  0.000
H28 -3.062 -0.886 -0.543  0.000
H29 -3.171 -1.125 1.195  0.000
H30 -1.625 -1.042 0.392  0.000
H31 -4.555 0.873 1.561  0.000
H32 -4.245 2.348 0.567  0.000
H33 -4.618 0.838 -0.172  0.000
Yb1 -2.761 4.092 3.693  0.002

Calculated values
2S+1: 2
Total charge: +2
E_HOMO (alpha / beta) in eV: -11.3 / -11.4
E_tot in eV: -93294.047
Gap between HOMO and LUMO (alpha / beta) in eV: 4.09 / 1.80
LUMO (alpha / beta) in eV: -7.2 / -9.6